{
  "formula": "C25H19BaN8O8",
  "method": "wB97M-V/def2-TZVPD",
  "species": ["Ba", "O", "C", "O", "C", "C", "C", "C", "C", "N", "C", "O", "O", "H", "H", "H", "H", "O", "C", "O", "C", "C", "C", "C", "C", "C", "C", "C", "C", "N", "H", "H", "H", "H", "H", "H", "N", "C", "O", "C", "C", "N", "C", "N", "H", "H", "C", "N", "C", "C", "O", "N", "C", "N", "H", "H", "H", "H", "H", "H", "H"],
  "coordinates": [[-0.261651, 0.195017, 0.177888], [3.669352, -1.135580, -2.537691], [2.429259, -0.867463, -2.092101], [2.084067, 0.240490, -1.769389], [1.571847, -2.090777, -2.061203], [2.019059, -3.336318, -2.466206], [1.134353, -4.402945, -2.360151], [-0.136048, -4.194833, -1.861056], [-0.511755, -2.904893, -1.481555], [0.335242, -1.895884, -1.615638], [-1.933202, -2.647637, -0.919756], [-2.677576, -3.625837, -0.949036], [-2.176077, -1.476508, -0.508497], [4.168114, -0.304454, -2.500050], [3.025266, -3.470849, -2.832792], [1.448063, -5.394789, -2.660052], [-0.854215, -4.993723, -1.748562], [0.105167, 4.833085, -0.051818], [-0.377243, 3.707571, -0.152564], [-0.290703, 2.741206, 0.667581], [-1.187430, 3.438088, -1.434162], [-1.706889, 4.554796, -2.139891], [-2.407291, 4.350428, -3.286252], [-2.596626, 3.030021, -3.762985], [-3.307819, 2.723232, -4.944903], [-3.459970, 1.425171, -5.344412], [-2.912748, 0.375420, -4.576662], [-2.216268, 0.642367, -3.431769], [-2.039142, 1.978460, -3.003432], [-1.340980, 2.209203, -1.855826], [-1.511050, 5.537191, -1.736409], [-2.823961, 5.179650, -3.847291], [-3.731772, 3.535059, -5.525015], [-4.008995, 1.195528, -6.248889], [-3.057140, -0.649615, -4.892974], [-1.813795, -0.153234, -2.816191], [-2.970251, -1.584254, 2.739963], [-1.759966, -1.173985, 3.210357], [-1.024112, -0.469220, 2.481967], [-1.341195, -1.556074, 4.522513], [-0.068700, -1.127473, 4.942338], [0.980803, -0.761187, 5.266147], [-2.141842, -2.370369, 5.344915], [-2.842472, -3.024865, 5.992915], [-3.454301, -2.315447, 3.234637], [-3.063622, -1.571998, 1.731011], [3.595511, 1.081095, 4.804935], [3.376480, 0.544250, 3.479375], [3.614545, -0.849103, 3.150241], [2.893365, -0.968235, 1.804783], [2.901023, -1.944325, 1.077368], [2.236374, 0.202138, 1.563897], [2.484489, 1.021028, 2.584878], [1.935478, 2.231938, 2.679302], [4.535200, 0.685733, 5.188314], [2.785111, 0.802971, 5.481147], [3.699397, 2.165798, 4.754719], [3.142301, -1.510223, 3.881407], [4.676366, -1.080144, 3.057906], [1.183944, 2.502504, 2.040626], [1.976619, 2.722816, 3.554021]],
  "forces_ev_per_angstrom": [[0.1, 0.4, -0.3], [0.1, 0.1, 0.0], [0.2, -0.1, 0.0], [-0.2, -0.1, 0.0], [-0.2, -0.3, -0.2], [0.1, 0.1, 0.1], [0.0, 0.0, 0.0], [0.0, 0.0, 0.0], [0.1, -0.2, -0.3], [-0.2, 0.4, 0.4], [-0.1, -0.2, -0.2], [0.0, 0.0, 0.1], [0.2, -0.1, 0.0], [-0.1, -0.1, 0.0], [0.0, 0.0, 0.0], [0.0, 0.0, 0.0], [0.0, 0.0, 0.0], [0.0, 0.0, 0.1], [0.0, 0.1, 0.0], [0.2, 0.0, 0.0], [0.0, 0.1, -0.1], [0.0, 0.0, 0.0], [0.0, 0.0, 0.0], [0.0, -0.1, 0.0], [0.0, 0.0, 0.0], [0.0, 0.0, 0.0], [0.0, 0.0, 0.0], [0.0, 0.0, 0.0], [0.0, 0.1, -0.1], [0.1, -0.2, 0.4], [0.0, 0.0, 0.0], [0.0, 0.0, 0.0], [0.0, 0.0, 0.0], [0.0, 0.0, 0.0], [0.0, 0.0, 0.0], [0.0, 0.0, 0.0], [0.0, 0.0, -0.1], [0.2, -0.2, 0.1], [-0.1, 0.0, 0.1], [0.0, 0.1, -0.2], [0.0, 0.0, 0.1], [0.0, 0.0, 0.0], [-0.1, 0.0, 0.1], [0.0, 0.0, 0.0], [0.0, 0.0, 0.0], [0.0, 0.0, 0.0], [0.0, 0.0, 0.0], [0.0, 0.0, 0.0], [0.0, 0.0, 0.0], [0.1, 0.0, 0.1], [0.0, 0.0, 0.0], [-0.3, 0.2, -0.2], [0.0, -0.1, 0.0], [-0.1, 0.1, 0.1], [0.0, 0.0, 0.0], [0.0, 0.0, 0.0], [0.0, 0.0, 0.0], [0.0, 0.0, 0.0], [0.0, 0.0, 0.0], [0.1, 0.0, -0.1], [0.0, 0.0, 0.0]],
  "relative_energy_ev": 0.2907,
  "gap_ev": 7.20,
  "charge": -1,
  "e_homo_ev": -5.15
}